Molecular formula: C18H10F2O14Pt
Method: DFT, ωB97M-V/def2-TZVPD

XYZ file:
```
45
Properties=species:S:1:pos:R:3:forces:R:3
H 1.47275 5.51932 -1.98785 0.025 -0.229 -0.224
O 1.49888 0.86966 3.23651 -0.564 0.237 0.281
F 2.43604 0.79394 5.29264 -0.137 0.093 0.049
O 4.95211 -3.57477 0.72733 0.570 0.130 0.071
H -0.00222 -0.80821 5.52158 -0.349 -0.065 -0.332
C 1.12089 4.92776 -1.14774 -0.673 0.024 0.929
C 2.11273 3.92174 -0.58001 0.404 0.164 0.170
H 0.60647 1.53969 4.93708 0.009 -0.075 0.320
Pt -0.58602 -0.43091 -0.83594 0.804 -0.941 0.449
C 3.29877 -2.02251 0.07734 0.402 -0.412 -0.233
H -5.24946 0.56423 -0.78981 0.130 -0.051 0.133
H 4.08329 -1.36339 -0.28221 -0.250 0.307 0.101
C 1.25154 0.71772 4.62354 0.561 -0.274 -0.808
H 0.60228 -4.64853 1.16472 -0.044 -0.107 -0.308
C -2.66336 -0.52422 -2.88965 -0.055 0.245 0.683
C -5.47156 0.02334 -2.83933 -0.301 0.248 0.518
C 0.54947 0.11980 2.57828 0.783 -0.531 -0.179
C -4.77398 -0.46872 -4.11610 0.433 0.018 -0.410
C 1.33525 -4.00624 0.68604 -0.063 -0.232 -0.128
O 1.62311 -0.77650 -0.93116 -0.889 0.193 0.090
C -3.36587 -0.64001 -4.06133 0.508 -0.157 0.198
F 2.15877 4.01982 0.79868 -0.251 0.024 -0.017
H -2.78486 -0.93327 -4.92692 -0.284 -0.039 -0.204
O -0.01028 4.12540 -1.47294 0.271 -0.058 -0.378
C 0.91626 -2.80260 0.15720 0.109 -0.044 1.523
C -3.37658 -0.10500 -1.58952 0.463 -0.240 -0.475
O 0.02461 -0.79957 3.42335 -0.392 0.218 -0.144
C 0.31592 2.81341 -1.34990 -0.115 0.245 0.099
O 0.30563 0.23405 1.43162 -0.124 0.459 0.342
O -2.66132 -0.07912 -0.53003 -0.134 0.283 0.121
H 3.14948 4.03859 -0.88647 -0.058 -0.198 -0.312
O -0.42159 1.92223 -1.56380 -0.299 0.089 -0.304
C -4.69768 0.21785 -1.65488 -0.387 0.000 0.064
O -5.43509 -0.65510 -5.12945 -0.435 -0.049 -0.312
C 0.66747 -0.68172 4.67121 0.223 0.131 0.859
H 0.77965 5.58152 -0.34289 0.314 0.197 -0.097
O -6.67802 0.24755 -2.86098 -0.249 -0.010 -0.248
O -1.40497 -0.72259 -2.79042 -0.084 -0.139 -0.487
H 1.46730 -1.41794 4.76686 0.115 0.056 -0.155
C 3.78056 -3.28605 0.53855 -0.774 -0.468 -0.218
C 1.97740 -1.80652 -0.26697 0.622 0.249 -0.616
C 2.70859 -4.40979 0.76767 -0.198 0.532 0.402
O -0.29377 -2.39974 0.23754 -0.018 0.252 -0.837
O 3.07746 -5.52188 1.12751 0.075 -0.122 -0.011
O 1.60394 2.68729 -0.93898 0.310 0.046 0.034
```
Positions in Å, forces in eV/Å.

Charge   -2
Orbital gap (spin up / spin down)   5.6 / 5.6 eV
Calculated total energy   -56173.7047 eV
Maximum force   0.030 Eh/bohr
Spin multiplicity   3
Expectation value of S²   2.004